Record 1
The following is a DFT calculation (the ωB97M-V functional and the def2-TZVPD basis) of an isolated ion of composition C9H9O4S2 and charge -1 at a distorted geometry.

Values from the calculation:
- Total energy: -39338.5454 eV
- HOMO level (alpha / beta): -3.94 / -3.94 eV
- Structure (SMILES): CC(=S)/C(O)=C1\C=CC=C[C@@H]1S(=O)(=O)[O-]
- Orbital gap (alpha / beta): 0.219 / 0.219 Eh
- 2S+1: 1
- Energy above the lowest of the compared OMol25 structures with the same formula, charge and spin: 33.2 kcal/mol
- LUMO (alpha / beta): 2.007 / 2.008 eV
- Net charge: -1

The geometry in XYZ format:
```
24
Properties=species:S:1:pos:R:3:lowdin_charge:R:1
C 1.87 1.69 -1.09 -0.168
C 2.14 1.21 0.27 -0.739
S 3.54 1.87 1.00 0.566
C 1.18 0.62 1.09 -0.334
O 1.28 0.70 2.46 -0.043
C -0.04 -0.03 0.70 -0.151
C -0.26 -0.50 -0.62 -0.049
C -1.24 -1.41 -0.83 -0.066
C -2.17 -1.91 0.17 -0.084
C -2.16 -1.27 1.37 -0.103
C -1.12 -0.27 1.61 -0.200
S -2.31 1.23 1.08 0.469
O -3.33 1.19 2.15 -0.359
O -2.85 0.94 -0.24 -0.326
O -1.51 2.38 1.12 -0.289
H 0.70 1.88 -1.30 0.134
H 2.51 2.52 -1.23 0.015
H 2.28 0.90 -1.86 0.112
H 1.95 1.30 2.87 0.071
H 0.20 -0.28 -1.50 0.070
H -1.37 -1.75 -1.86 0.108
H -3.05 -2.64 -0.12 0.140
H -2.94 -1.39 2.06 0.099
H -0.83 0.17 2.55 0.128
```

***

Record 2
The following is a DFT calculation (the ωB97M-V functional and the def2-TZVPD basis) of C9H9OP in the gas phase at a distorted geometry.

Values from the calculation:
- Total energy: -20813.5820 eV
- HOMO level: -9.24 eV
- Structure (SMILES): O=C1Cc2ccccc2[C@H]1P
- Orbital gap: 0.362 Eh
- 2S+1: 1
- Energy above the lowest of the compared OMol25 structures with the same formula, charge and spin: 0.0 kcal/mol
- LUMO: 0.608 eV

The geometry in XYZ format:
```
20
Properties=species:S:1:pos:R:3:lowdin_charge:R:1
O -0.73 2.21 2.36 0.076
C -0.38 1.49 1.46 -0.396
C 0.38 1.78 0.12 -0.024
C 0.27 0.50 -0.66 -0.226
C 0.67 0.31 -2.00 0.002
C 0.26 -0.87 -2.69 -0.052
C -0.44 -1.85 -1.94 -0.092
C -0.75 -1.64 -0.59 -0.019
C -0.27 -0.47 0.08 -0.231
C -0.54 -0.03 1.52 -0.465
P 0.60 -0.78 2.80 0.857
H 1.39 2.05 0.29 0.115
H 0.06 2.48 -0.61 0.116
H 1.01 1.14 -2.55 0.088
H 0.49 -1.09 -3.69 0.082
H -0.80 -2.78 -2.37 0.095
H -1.38 -2.37 -0.01 0.126
H -1.56 -0.04 1.82 0.108
H -0.07 -0.35 3.89 -0.147
H 1.82 0.29 2.78 -0.012
```

***

Record 3
The following is a DFT calculation (the ωB97M-V functional and the def2-TZVPD basis) of CAlF3NNaO4S3 as an isolated structure at a distorted geometry.

Values from the calculation:
- Total energy: -62389.7521 eV
- HOMO level: -8.38 eV
- Orbital gap: 0.259 Eh
- 2S+1: 1
- LUMO: -1.337 eV

The geometry in XYZ format:
```
14
Properties=species:S:1:pos:R:3:lowdin_charge:R:1
Na 0.77 -1.41 0.16 0.612
N -0.60 0.05 1.35 -0.247
S -1.89 0.66 0.89 0.575
O -1.66 1.78 -0.15 -0.292
C -2.80 -0.58 -0.19 -0.654
F -3.99 -0.86 0.35 0.143
F -2.09 -1.72 -0.24 0.101
F -2.98 -0.16 -1.43 0.145
Al 0.27 1.46 0.06 0.520
S 3.20 1.55 1.24 0.470
O 1.89 2.56 1.28 -0.786
S 3.07 1.24 -0.89 0.512
O 1.63 0.46 -0.97 -0.800
O -2.90 1.12 1.90 -0.300
```